{"formula": "C12H16AsF6NO4P2PtS6", "method": "wB97M-V/def2-TZVPD", "elements": ["Pt", "S", "As", "S", "S", "S", "C", "P", "C", "C", "C", "C", "C", "C", "C", "P", "C", "C", "H", "H", "H", "H", "H", "H", "H", "H", "H", "H", "H", "H", "H", "H", "H", "H", "F", "C", "F", "F", "S", "O", "O", "N", "S", "O", "O", "C", "F", "F", "F"], "xyz": [[0.838, 0.146, -0.105], [3.167, 1.639, 2.096], [1.813, 2.971, 0.888], [1.604, 2.227, -1.082], [0.946, 1.155, 1.895], [1.513, 4.915, 1.376], [2.400, -2.114, 1.755], [0.796, -1.858, 0.939], [-0.388, -2.321, 2.214], [0.729, -3.160, -0.336], [0.458, -4.495, -0.058], [0.443, -5.427, -1.083], [0.709, -5.034, -2.389], [0.981, -3.706, -2.674], [0.987, -2.762, -1.652], [1.236, -0.986, -1.974], [2.979, -0.816, -2.447], [0.361, -0.675, -3.519], [2.548, -3.169, 1.980], [2.418, -1.541, 2.690], [3.203, -1.759, 1.117], [-0.112, -3.283, 2.648], [-1.386, -2.356, 1.783], [-0.386, -1.556, 2.992], [0.244, -4.812, 0.954], [0.214, -6.462, -0.866], [0.690, -5.763, -3.188], [1.167, -3.408, -3.699], [3.234, -1.551, -3.212], [3.617, -0.950, -1.579], [3.135, 0.190, -2.838], [0.879, -1.190, -4.330], [0.341, 0.396, -3.711], [-0.662, -1.027, -3.430], [-3.053, 2.189, 3.236], [-3.596, 2.008, 2.032], [-3.866, 3.196, 1.506], [-4.731, 1.333, 2.178], [-2.394, 1.077, 0.996], [-1.280, 2.000, 0.750], [-2.080, -0.091, 1.780], [-3.301, 0.806, -0.246], [-2.724, 0.182, -1.566], [-1.822, 1.045, -2.282], [-2.351, -1.208, -1.460], [-4.281, 0.181, -2.545], [-3.993, -0.224, -3.781], [-5.172, -0.655, -2.041], [-4.816, 1.387, -2.608]], "forces_ev_per_angstrom": [[0.96, -0.68, -0.75], [-1.36, -0.22, -0.34], [0.18, 0.68, 0.39], [-0.31, -0.32, -0.38], [1.03, 1.28, 2.13], [0.14, -0.22, 0.07], [-0.07, 0.11, 0.23], [-0.14, -0.36, -0.33], [-0.10, 0.08, -0.01], [0.06, 0.15, -0.19], [0.05, 0.05, 0.03], [0.02, 0.01, -0.05], [-0.01, -0.03, 0.04], [0.04, -0.01, 0.08], [-0.10, -0.01, 0.15], [-0.18, -0.50, -0.82], [-0.01, -0.02, -0.06], [0.06, -0.01, -0.03], [-0.03, -0.04, 0.03], [0.02, -0.06, -0.16], [0.10, 0.03, -0.07], [0.04, -0.01, -0.01], [-0.01, -0.02, 0.03], [-0.02, -0.05, -0.06], [-0.01, -0.01, 0.01], [0.00, 0.00, 0.00], [0.00, 0.00, 0.00], [0.00, 0.01, 0.00], [0.00, 0.01, -0.01], [0.07, -0.02, 0.07], [0.00, 0.00, 0.02], [-0.05, 0.03, -0.03], [-0.01, 0.03, 0.00], [-0.08, 0.00, 0.01], [0.12, -0.01, 0.05], [-0.12, 0.22, 0.02], [0.01, 0.00, -0.09], [0.00, -0.10, -0.04], [0.45, 0.58, -0.20], [-1.09, -0.68, 0.23], [0.08, 0.11, -0.01], [0.11, 0.02, 0.23], [0.11, -0.03, -0.26], [-0.02, -0.06, 0.03], [0.10, 0.08, 0.05], [0.05, -0.02, -0.01], [0.20, -0.06, -0.28], [-0.24, -0.28, 0.31], [-0.06, 0.38, -0.01]], "total_charge": 0, "total_energy_ev": -186365.6705, "molar_mass_g_mol": 876.60, "lumo_energy_ha": -0.040}

{"formula": "C2HBrClF3", "method": "wB97M-V/def2-TZVPD", "elements": ["C", "C", "F", "F", "F", "Cl", "Br", "H"], "xyz": [[-2.432, 0.128, 0.403], [1.487, 0.265, -0.355], [-3.299, 0.177, 1.353], [2.252, 1.194, -0.982], [0.699, 0.988, 0.461], [-2.386, -1.420, -0.232], [2.752, -1.016, 0.540], [0.927, -0.315, -1.187]], "forces_ev_per_angstrom": [[0.55, 1.66, -0.05], [0.15, 0.08, -1.61], [-0.44, -0.31, 0.38], [0.05, -0.48, 0.07], [0.33, -1.31, -0.03], [-0.12, -1.36, -0.34], [-1.08, 0.86, -0.25], [0.57, 0.86, 1.83]], "total_charge": 0, "total_energy_ev": -92804.4182, "molar_mass_g_mol": 197.38, "lumo_energy_ha": -0.019}

{"formula": "C30H26BN8PSn", "method": "wB97M-V/def2-TZVPD", "elements": ["Sn", "C", "C", "N", "N", "C", "B", "N", "C", "C", "C", "N", "N", "C", "C", "C", "N", "N", "C", "C", "C", "N", "H", "H", "H", "H", "H", "H", "H", "H", "H", "H", "H", "H", "C", "C", "C", "C", "C", "C", "P", "C", "C", "C", "C", "C", "C", "C", "C", "C", "C", "C", "C", "H", "H", "H", "H", "H", "H", "H", "H", "H", "H", "H", "H", "H", "H"], "xyz": [[-0.483, 0.614, 1.321], [-2.464, -2.987, -0.125], [-2.283, -1.619, -0.114], [-1.222, -1.311, 0.654], [-0.730, -2.468, 1.160], [-1.454, -3.486, 0.691], [0.571, -2.352, 1.992], [0.253, -1.517, 3.274], [0.429, -1.845, 4.558], [-0.034, -0.815, 5.366], [-0.495, 0.148, 4.491], [-0.325, -0.290, 3.228], [1.558, -1.505, 1.088], [2.758, -1.846, 0.592], [3.498, -0.691, 0.353], [2.675, 0.355, 0.718], [1.509, -0.139, 1.165], [1.177, -3.653, 2.404], [0.584, -4.796, 2.880], [1.569, -5.661, 3.239], [2.771, -4.962, 2.976], [2.534, -3.760, 2.496], [-3.222, -3.553, -0.638], [-2.847, -0.847, -0.610], [-1.212, -4.507, 0.934], [0.882, -2.784, 4.834], [-0.042, -0.779, 6.441], [-0.934, 1.111, 4.699], [2.978, -2.847, 0.267], [4.508, -0.638, -0.013], [2.861, 1.417, 0.702], [-0.486, -4.901, 2.970], [1.459, -6.635, 3.683], [3.787, -5.286, 3.134], [-2.247, 0.763, -5.903], [-1.027, 1.417, -5.742], [-0.498, 1.608, -4.482], [-1.217, 1.154, -3.356], [-2.452, 0.495, -3.530], [-2.965, 0.313, -4.794], [-0.619, 1.399, -1.705], [1.012, 2.092, -1.739], [2.014, 1.375, -2.430], [3.310, 1.849, -2.444], [3.629, 3.014, -1.749], [2.649, 3.712, -1.039], [1.350, 3.244, -1.003], [-1.668, 2.408, -0.691], [-2.546, 3.401, -1.140], [-3.305, 4.101, -0.208], [-3.218, 3.838, 1.153], [-2.346, 2.857, 1.649], [-1.634, 2.169, 0.686], [-2.643, 0.607, -6.897], [-0.492, 1.789, -6.606], [0.431, 2.144, -4.367], [-3.010, 0.138, -2.674], [-3.913, -0.187, -4.931], [1.768, 0.458, -2.951], [4.074, 1.316, -2.994], [4.647, 3.381, -1.752], [2.904, 4.628, -0.523], [0.594, 3.802, -0.465], [-2.608, 3.624, -2.198], [-3.977, 4.877, -0.552], [-3.837, 4.379, 1.857], [-2.290, 2.669, 2.712]], "forces_ev_per_angstrom": [[1.49, -3.29, 0.82], [0.02, 0.05, 0.07], [-0.03, -0.11, -0.06], [-0.16, 0.80, 0.08], [0.00, 0.01, -0.01], [-0.07, 0.04, -0.12], [0.63, -0.56, 0.02], [-0.03, 0.17, -0.08], [0.09, 0.05, 0.07], [-0.05, 0.06, -0.06], [0.02, -0.15, 0.13], [-0.59, 0.93, -0.25], [0.23, -0.21, 0.31], [-0.21, 0.38, -0.69], [-0.07, -0.02, 0.06], [0.18, -0.08, -0.05], [-0.66, 0.68, -0.06], [-0.29, 0.05, -0.26], [-0.18, 0.11, -0.04], [0.23, -0.03, 0.22], [-0.17, 0.08, 0.08], [0.11, -0.03, -0.05], [0.01, 0.00, -0.02], [-0.06, 0.03, 0.05], [0.04, 0.02, 0.01], [-0.02, -0.04, -0.07], [0.03, -0.01, 0.00], [0.00, 0.00, 0.00], [0.10, -0.15, 0.58], [-0.02, 0.01, -0.05], [-0.06, 0.01, -0.07], [0.01, 0.03, -0.03], [-0.02, -0.04, -0.09], [0.01, -0.01, -0.01], [0.02, 0.00, 0.03], [0.03, 0.00, -0.01], [-0.06, -0.04, 0.08], [-0.20, -0.05, 0.25], [0.01, 0.04, 0.03], [-0.01, -0.05, -0.03], [0.57, 0.55, -1.43], [0.18, -0.34, 0.35], [-0.13, 0.05, 0.07], [0.02, 0.06, 0.00], [-0.06, 0.01, 0.00], [0.10, 0.00, 0.03], [-0.09, 0.01, -0.14], [-0.90, 0.40, 0.32], [0.33, -0.29, 0.02], [-0.07, 0.10, -0.02], [0.10, -0.17, 0.41], [-0.67, 0.74, -0.94], [0.33, 0.12, 0.63], [-0.01, 0.02, 0.00], [-0.01, 0.00, -0.01], [0.06, 0.02, 0.02], [-0.01, 0.00, 0.03], [0.00, 0.01, 0.00], [0.00, -0.01, -0.01], [0.01, 0.00, 0.01], [0.00, 0.02, -0.04], [0.02, -0.01, 0.01], [-0.02, 0.00, -0.01], [-0.09, 0.04, 0.01], [-0.02, -0.01, -0.01], [0.00, 0.10, -0.09], [0.05, -0.08, 0.00]], "total_charge": 3, "total_energy_ev": -59223.9246, "molar_mass_g_mol": 659.09, "multiplicity": 2, "lumo_energy_ha": [-0.344, -0.441]}